Entry 1:
ORCA calculation (ωB97M-V/def2-TZVPD) on a structure of composition C36H37HgNP2S.

```
78
C36H37HgNP2S | OMol25 | ωB97M-V/def2-TZVPD
Hg -0.086 0.012 3.001
C -1.900 0.860 -4.514
C -1.909 -0.420 -4.082
C -1.046 -1.571 -4.500
C 0.289 -1.229 -5.212
C 1.195 -0.375 -4.369
C 1.204 0.969 -4.243
C 0.343 1.995 -4.912
C -0.994 1.501 -5.528
C 1.516 0.538 4.637
H -2.641 1.539 -4.079
H -2.679 -0.687 -3.355
H -1.618 -2.263 -5.145
H -0.814 -2.145 -3.588
H 0.804 -2.189 -5.393
H 0.086 -0.792 -6.196
H 1.937 -0.937 -3.793
H 1.973 1.400 -3.600
H 0.913 2.520 -5.699
H 0.109 2.762 -4.157
H -1.510 2.394 -5.923
H -0.791 0.850 -6.386
H 1.299 1.629 5.045
H 2.434 0.444 4.150
H 1.654 -0.279 5.384
P -1.593 -0.568 1.266
P 1.670 0.008 1.234
C -0.570 -0.763 -0.128
C 0.771 -0.554 -0.135
C -2.473 -2.058 1.556
C -2.839 -2.792 0.428
C -3.562 -3.973 0.579
C -3.939 -4.410 1.858
C -3.581 -3.654 2.985
C -2.852 -2.473 2.846
C -2.710 0.784 1.002
C -2.279 2.123 0.987
C -3.219 3.129 0.757
C -4.565 2.807 0.525
C -4.969 1.467 0.524
C -4.043 0.451 0.746
C 3.058 -1.035 1.573
C 2.935 -2.333 2.099
C 4.089 -3.094 2.293
C 5.349 -2.575 1.950
C 5.450 -1.288 1.413
C 4.308 -0.517 1.208
C 2.204 1.662 0.910
C 2.420 2.602 1.930
C 2.866 3.879 1.588
C 3.110 4.211 0.249
C 2.906 3.254 -0.758
C 2.464 1.978 -0.428
H -1.105 -1.047 -1.028
H 1.376 -0.673 -1.025
H -2.556 -2.453 -0.573
H -3.840 -4.556 -0.301
H -4.509 -5.333 1.974
H -3.878 -3.992 3.979
H -2.575 -1.878 3.714
H -1.234 2.377 1.181
H -2.905 4.174 0.761
H -5.296 3.597 0.348
H -6.013 1.207 0.353
H -4.358 -0.591 0.752
H 1.957 -2.733 2.379
H 4.015 -4.095 2.715
H 6.248 -3.170 2.102
H 6.418 -0.871 1.149
H 4.382 0.487 0.799
H 2.236 2.335 2.967
H 3.029 4.619 2.372
H 3.460 5.210 -0.012
H 3.100 3.508 -1.801
H 2.312 1.232 -1.212
S -0.031 -0.005 8.028
C -0.100 -0.014 6.493
N -0.312 -0.128 5.286
```

## Properties
- Molecular weight: 778.30 g/mol
- Frontier orbital gap: 0.1560 Ha
- Highest occupied orbital energy: -0.179 hartree
- Multiplicity: 1
- F_max: 8.6 eV/A
- LUMO energy: -0.023 Ha

***

Entry 2:
ORCA calculation (ωB97M-V/def2-TZVPD) on a structure of composition C36H37NP2Zn.

```
77
C36H37NP2Zn | OMol25 | ωB97M-V/def2-TZVPD
Zn 0.386 -2.372 -0.442
C 2.127 -3.441 -0.554
C 2.420 -2.050 -0.578
C 2.822 -1.368 -1.846
C 1.743 -1.540 -2.920
C 0.355 -1.614 -2.386
C -0.351 -2.808 -2.322
C 0.216 -4.198 -2.176
C 1.691 -4.356 -1.638
C -2.114 2.288 1.323
H 2.616 -3.993 0.255
H 2.859 -1.636 0.334
H 3.750 -1.804 -2.248
H 3.046 -0.314 -1.640
H 1.808 -0.713 -3.627
H 1.924 -2.474 -3.459
H -0.198 -0.672 -2.288
H -1.389 -2.812 -2.650
H 0.176 -4.727 -3.139
H -0.473 -4.725 -1.473
H 1.689 -5.368 -1.195
H 2.401 -4.396 -2.471
H -2.240 1.349 1.869
H -2.964 2.955 1.520
H -1.208 2.789 1.677
P 0.749 0.526 2.015
P -1.932 1.976 -0.404
C 0.686 0.854 0.213
C -0.227 1.428 -0.638
C 2.103 1.613 2.490
C 3.322 1.742 1.806
C 4.304 2.601 2.316
C 4.079 3.331 3.489
C 2.840 3.222 4.142
C 1.851 2.375 3.648
C 1.473 -1.150 2.571
C 0.856 -2.401 2.267
C 0.634 -3.329 3.303
C 1.693 -3.472 4.210
C 2.708 -2.491 4.208
C 2.555 -1.297 3.474
C -2.359 3.357 -1.522
C -1.563 4.523 -1.507
C -1.936 5.636 -2.271
C -3.058 5.571 -3.103
C -3.802 4.395 -3.183
C -3.458 3.289 -2.405
C -2.992 0.601 -0.907
C -3.957 0.160 0.011
C -4.758 -0.949 -0.281
C -4.628 -1.596 -1.513
C -3.723 -1.126 -2.472
C -2.924 -0.005 -2.182
H 1.659 0.637 -0.258
H 0.093 1.602 -1.679
H 3.520 1.185 0.891
H 5.260 2.705 1.798
H 4.851 4.003 3.889
H 2.645 3.804 5.041
H 0.883 2.285 4.144
H 1.089 -2.912 1.295
H -0.253 -3.971 3.292
H 1.694 -4.297 4.922
H 3.587 -2.639 4.836
H 3.239 -0.466 3.647
H -0.653 4.553 -0.897
H -1.351 6.551 -2.216
H -3.369 6.448 -3.669
H -4.661 4.329 -3.849
H -4.037 2.365 -2.483
H -4.081 0.681 0.964
H -5.491 -1.288 0.463
H -5.248 -2.466 -1.730
H -3.655 -1.609 -3.450
H -2.268 0.386 -2.964
N -1.997 -1.478 1.501
C -1.083 -1.795 0.815
```

## Properties
- Molecular weight: 611.04 g/mol
- Frontier orbital gap (spin up / spin down): 0.1576 / 0.1585 Ha
- Highest occupied orbital energy (spin up / spin down): -0.165 / -0.165 hartree
- Multiplicity: 1
- F_max: 3.0 eV/A
- LUMO energy (spin up / spin down): -0.007 / -0.007 Ha

***

Entry 3:
ORCA calculation (ωB97M-V/def2-TZVPD) on a structure of composition C36H38BrN4S5Ti.

```
85
C36H38BrN4S5Ti | OMol25 | ωB97M-V/def2-TZVPD
Ti 0.154 -0.400 0.808
C -3.111 -0.252 1.439
C -2.298 0.064 2.693
N -0.988 -0.646 2.822
C -1.110 -2.073 3.336
C -1.156 -3.026 2.126
N -0.448 -2.534 0.906
C -1.279 -2.850 -0.311
C -2.394 -1.783 -0.541
N -2.249 -0.426 0.184
H -3.921 0.492 1.190
H -3.722 -1.173 1.606
H -2.993 -0.285 3.471
H -2.132 1.169 2.708
H -0.489 -0.108 3.537
H -0.236 -2.315 3.966
H -2.006 -2.133 4.011
H -2.237 -3.180 1.796
H -0.653 -3.956 2.398
H 0.444 -3.005 0.820
H -1.740 -3.844 -0.222
H -0.652 -2.900 -1.229
H -3.450 -2.125 -0.330
H -2.391 -1.590 -1.626
H -2.618 0.356 -0.416
Br 1.805 0.878 3.879
C 2.653 -0.849 3.733
C 3.313 -1.290 4.883
C 4.308 -2.295 4.839
C 4.590 -2.910 3.650
C 3.773 -2.576 2.453
C 4.227 -3.175 1.272
C 3.614 -2.736 0.088
C 2.610 -1.703 0.065
C 1.947 -1.242 1.253
C 2.740 -1.551 2.457
H 3.073 -0.889 5.855
H 4.842 -2.580 5.742
H 5.324 -3.696 3.448
H 4.818 -4.050 1.203
H 3.920 -3.198 -0.888
H 2.347 -1.340 -0.947
C -3.964 0.014 -9.552
S -2.230 0.220 -9.062
C -2.097 -0.848 -7.778
C -3.126 -1.288 -6.866
S -4.759 -1.024 -6.600
S -2.554 -2.538 -5.786
C -1.006 -2.865 -6.477
S -0.147 -4.155 -5.914
S -0.612 -1.732 -7.719
H -4.090 0.225 -10.617
H -4.597 0.611 -8.936
H -4.349 -1.026 -9.489
C 3.682 4.920 2.873
C 4.360 3.813 2.359
C 3.649 2.918 1.614
C 2.218 3.011 1.357
C 1.596 4.241 1.754
C 2.353 5.169 2.541
C 1.501 1.946 0.669
C 0.160 1.609 0.878
C -0.885 2.633 0.933
C -1.148 3.258 2.186
C -2.170 4.180 2.272
C -2.842 4.620 1.122
C -2.640 3.973 -0.102
C -1.693 2.906 -0.181
H 4.199 5.639 3.509
H 5.384 3.641 2.614
H 4.168 2.080 1.122
H 0.603 4.501 1.332
H 1.892 6.108 2.898
H 2.098 1.305 0.009
H -0.541 3.056 3.079
H -2.365 4.676 3.207
H -3.590 5.379 1.130
H -3.217 4.251 -0.941
H -1.622 2.356 -1.150
C 0.410 -0.781 -3.870
C 0.335 -0.453 -2.479
N 0.238 -0.273 -1.324
H 0.989 -1.682 -4.053
H 0.774 0.096 -4.492
H -0.595 -0.963 -4.197
```

## Properties
- Molecular weight: 814.83 g/mol
- Frontier orbital gap (spin up / spin down): 0.1791 / 0.2128 Ha
- Highest occupied orbital energy (spin up / spin down): -0.108 / -0.142 hartree
- Multiplicity: 3
- F_max: 4.7 eV/A
- Charge: -1
- LUMO energy (spin up / spin down): 0.071 / 0.071 Ha